No. 1
A structure of composition C11H21AgF6O9S2 in a non-equilibrium geometry. Source: the OMol25 dataset; level of theory: ωB97M-V/def2-TZVPD.

Properties
Frontier orbital gap, eV: 4.545
HOMO level, eV: 4.15
Net charge: -4
Energy relative to the best compared isomer or geometry (same formula, charge and spin), kJ/mol: 0.0

Cartesian coordinates (Å):
Ag (0.45, -0.06, -0.27)
C (3.48, -0.08, 2.37)
C (3.57, -1.07, 1.19)
C (2.82, -2.38, 1.31)
O (3.47, -0.53, -0.05)
H (4.11, 0.80, 2.20)
H (3.83, -0.50, 3.32)
H (2.45, 0.28, 2.46)
H (4.62, -1.46, 1.34)
H (1.77, -2.34, 1.02)
H (3.02, -2.86, 2.28)
H (3.30, -3.06, 0.59)
C (0.95, 3.92, -3.05)
C (0.92, 3.25, -1.66)
C (-0.10, 3.84, -0.67)
O (1.04, 1.88, -1.64)
H (0.79, 4.99, -2.86)
H (0.16, 3.47, -3.66)
H (1.93, 3.85, -3.52)
H (1.94, 3.55, -1.32)
H (-0.13, 3.26, 0.25)
H (-1.10, 3.93, -1.10)
H (0.27, 4.79, -0.27)
C (-1.91, -2.52, -1.87)
C (-0.61, -2.68, -2.64)
C (-0.84, -2.62, -4.18)
O (0.33, -1.82, -2.15)
H (-2.30, -1.51, -1.78)
H (-1.90, -3.02, -0.90)
H (-2.65, -3.10, -2.46)
H (-0.26, -3.74, -2.56)
H (0.07, -2.56, -4.78)
H (-1.40, -1.70, -4.40)
H (-1.54, -3.42, -4.44)
C (0.17, -1.74, 3.20)
F (1.41, -1.58, 3.59)
F (-0.05, -0.96, 2.10)
F (-0.22, -2.96, 2.79)
S (-0.95, -1.24, 4.72)
O (-2.30, -1.65, 4.37)
O (-0.39, -1.95, 5.87)
O (-0.84, 0.22, 4.73)
C (-3.83, 1.92, -0.45)
F (-3.03, 2.72, -1.15)
F (-5.03, 2.51, -0.23)
F (-4.11, 0.86, -1.23)
S (-2.96, 1.36, 1.18)
O (-1.76, 0.68, 0.66)
O (-2.72, 2.56, 1.95)
O (-3.94, 0.48, 1.81)



No. 2
A structure of composition C4H11ClNbO3 in a non-equilibrium geometry. Source: the OMol25 dataset; level of theory: ωB97M-V/def2-TZVPD.

Properties
Frontier orbital gap, eV: 7.469
HOMO level, eV: -4.66
Net charge: -1

Cartesian coordinates (Å):
C (-2.89, -1.00, -0.78)
O (-2.43, -1.29, 0.49)
C (-1.01, -1.19, 0.61)
Nb (-0.13, 0.91, 0.83)
Cl (0.18, 0.96, 3.25)
C (1.99, 0.05, 0.53)
C (2.77, 0.35, -0.72)
O (3.91, -0.03, -0.92)
O (2.15, 1.11, -1.67)
H (-2.84, -1.88, -1.43)
H (-2.33, -0.20, -1.24)
H (-3.92, -0.70, -0.71)
H (-0.52, -1.76, -0.18)
H (-0.75, -1.69, 1.54)
H (-1.80, 1.71, 0.92)
H (0.66, 2.55, 0.50)
H (-0.44, 0.96, -0.95)
H (2.62, 0.44, 1.31)
H (1.98, -1.03, 0.60)
H (2.80, 1.74, -1.97)



No. 3
The ion C25H33N2O5 with charge +1. Source: the OMol25 dataset; level of theory: ωB97M-V/def2-TZVPD.

Properties
Frontier orbital gap, eV: 8.866
HOMO level, eV: -10.73
SMILES string: CCOC(=O)c1c(C)n(-c2ccc(C)cc2)c2ccc(OC[C@H](O)C[NH2+]CCCO)cc12
Net charge: +1

Cartesian coordinates (Å):
C (1.33, 5.02, -0.03)
C (1.11, 4.44, 1.36)
O (0.22, 3.32, 1.33)
C (0.74, 2.12, 1.09)
O (1.95, 1.95, 0.90)
C (-0.23, 1.06, 1.02)
C (-1.60, 1.15, 0.75)
C (-2.44, 2.37, 0.65)
N (-2.11, -0.10, 0.60)
C (-3.45, -0.44, 0.31)
C (-4.15, -1.27, 1.17)
C (-5.45, -1.62, 0.89)
C (-6.09, -1.15, -0.26)
C (-7.51, -1.51, -0.54)
C (-5.38, -0.32, -1.12)
C (-4.07, 0.04, -0.84)
C (-1.11, -1.03, 0.78)
C (-1.12, -2.42, 0.67)
C (0.06, -3.09, 0.85)
C (1.25, -2.41, 1.21)
O (2.35, -3.21, 1.35)
C (3.61, -2.65, 1.63)
C (4.32, -2.03, 0.39)
O (5.64, -2.48, 0.29)
C (4.29, -0.48, 0.32)
N (3.16, 0.05, -0.47)
C (3.51, 0.52, -1.83)
C (2.24, 0.68, -2.65)
C (1.61, -0.66, -3.00)
O (1.27, -1.34, -1.80)
C (1.25, -1.04, 1.36)
C (0.08, -0.34, 1.07)
H (1.83, 4.29, -0.67)
H (0.38, 5.29, -0.48)
H (1.95, 5.90, 0.04)
H (2.06, 4.14, 1.81)
H (0.61, 5.17, 2.01)
H (-2.21, 3.04, 1.48)
H (-2.23, 2.91, -0.27)
H (-3.49, 2.11, 0.67)
H (-3.67, -1.63, 2.07)
H (-5.99, -2.26, 1.57)
H (-7.72, -1.44, -1.61)
H (-7.73, -2.51, -0.20)
H (-8.18, -0.82, -0.02)
H (-5.85, 0.06, -2.01)
H (-3.52, 0.67, -1.53)
H (-2.03, -2.95, 0.43)
H (0.11, -4.16, 0.76)
H (3.55, -1.93, 2.46)
H (4.21, -3.50, 1.95)
H (3.82, -2.43, -0.50)
H (6.12, -2.32, 1.11)
H (4.26, -0.05, 1.33)
H (5.22, -0.16, -0.14)
H (2.66, 0.84, 0.07)
H (2.43, -0.68, -0.60)
H (4.05, 1.46, -1.75)
H (4.17, -0.22, -2.30)
H (2.47, 1.21, -3.58)
H (1.52, 1.28, -2.09)
H (0.71, -0.49, -3.60)
H (2.31, -1.26, -3.59)
H (0.78, -2.15, -2.00)
H (2.10, -0.51, 1.74)



No. 4
An isolated molecule of C4H6N2 in a non-equilibrium geometry. Source: the OMol25 dataset; level of theory: ωB97M-V/def2-TZVPD.

Properties
Frontier orbital gap, eV: 10.596
HOMO level, eV: -9.66
SMILES string: N#C[C@H]1CCN1
Net charge: 0
Energy relative to the best compared isomer or geometry (same formula, charge and spin), kJ/mol: 150.8

Cartesian coordinates (Å):
N (2.86, 0.13, -0.90)
C (1.90, -0.02, -0.27)
C (0.68, -0.25, 0.51)
C (-0.38, 0.89, 0.42)
C (-1.28, -0.13, -0.31)
N (-0.28, -1.20, -0.08)
H (0.97, -0.53, 1.53)
H (-0.74, 1.24, 1.39)
H (-0.07, 1.75, -0.18)
H (-1.48, 0.11, -1.36)
H (-2.24, -0.34, 0.19)
H (0.05, -1.65, -0.93)



No. 5
A structure of composition F4H2N2O13PS4Tl in a non-equilibrium geometry. Source: the OMol25 dataset; level of theory: ωB97M-V/def2-TZVPD.

Properties
Frontier orbital gap, eV: 5.387
HOMO level, eV: -5.26
Net charge: -2
Energy relative to the best compared isomer or geometry (same formula, charge and spin), kJ/mol: 211.6

Cartesian coordinates (Å):
Tl (0.72, -1.48, -0.55)
N (-1.38, 2.05, -4.62)
S (-2.47, 3.09, -4.64)
O (-3.60, 2.84, -5.53)
O (-2.13, 4.45, -4.26)
F (-3.19, 2.66, -3.26)
S (-0.76, 2.60, -6.06)
O (-0.28, 3.97, -6.16)
O (-1.20, 1.95, -7.29)
F (0.57, 1.69, -5.85)
N (-0.56, 1.43, 4.20)
S (-0.39, 1.06, 5.90)
O (-1.47, 1.45, 6.80)
O (0.96, 0.96, 6.44)
F (-0.76, -0.52, 5.75)
S (-0.91, 2.85, 4.43)
O (0.07, 3.65, 5.20)
O (-2.34, 3.15, 4.49)
F (-0.64, 3.40, 3.01)
P (0.93, -7.70, -1.51)
O (0.78, -8.67, -2.72)
O (0.96, -8.46, -0.13)
O (-0.32, -6.79, -1.63)
O (2.15, -6.75, -1.70)
O (4.81, -1.06, 2.98)
H (5.26, -1.65, 3.59)
H (5.22, -0.21, 3.12)



No. 6
A structure of composition C38H31AsBrN2NiO6P. Source: the OMol25 dataset; level of theory: ωB97M-V/def2-TZVPD.

Properties
Frontier orbital gap (alpha / beta), eV: 7.915 / 7.927
HOMO level (alpha / beta), eV: -8.71 / -8.71
Net charge: 0
Energy relative to the best compared isomer or geometry (same formula, charge and spin), kJ/mol: 96.9

Cartesian coordinates (Å):
Ni (-0.30, 0.29, 0.33)
O (2.68, -1.48, 4.68)
C (3.46, -0.95, 3.75)
O (4.64, -0.75, 3.92)
C (2.82, -0.61, 2.45)
C (3.51, -0.13, 1.35)
N (2.62, 0.06, 0.36)
N (1.40, -0.30, 0.77)
C (1.49, -0.69, 2.02)
C (0.17, -1.03, 2.65)
O (0.15, -1.52, 3.77)
O (-0.84, -0.73, 1.91)
H (1.73, -1.54, 4.39)
H (4.56, 0.09, 1.23)
H (2.74, 0.44, -0.57)
C (-3.81, 0.20, -0.19)
C (-4.28, 0.63, 1.19)
As (-6.21, 0.36, 1.49)
C (-6.36, -1.30, 0.46)
C (-6.71, -1.37, -0.88)
C (-6.74, -2.59, -1.54)
C (-6.42, -3.76, -0.85)
C (-6.07, -3.70, 0.49)
C (-6.05, -2.47, 1.14)
C (-6.90, 1.63, 0.19)
C (-6.17, 2.71, -0.29)
C (-6.76, 3.63, -1.16)
C (-8.08, 3.48, -1.54)
C (-8.82, 2.41, -1.06)
C (-8.24, 1.50, -0.19)
P (-2.20, 0.84, -0.70)
C (-2.01, 0.28, -2.42)
C (-2.71, -0.84, -2.86)
C (-2.50, -1.34, -4.14)
C (-1.59, -0.73, -4.98)
C (-0.87, 0.38, -4.54)
C (-1.07, 0.87, -3.26)
C (-2.42, 2.64, -0.76)
C (-2.28, 3.37, 0.42)
C (-2.51, 4.74, 0.42)
C (-2.85, 5.39, -0.75)
C (-2.96, 4.67, -1.94)
C (-2.76, 3.30, -1.94)
H (-4.51, 0.52, -0.98)
H (-3.76, -0.89, -0.23)
H (-4.08, 1.68, 1.39)
H (-3.77, 0.06, 1.97)
H (-6.95, -0.47, -1.43)
H (-7.02, -2.64, -2.58)
H (-6.45, -4.71, -1.36)
H (-5.83, -4.60, 1.03)
H (-5.79, -2.44, 2.19)
H (-5.14, 2.87, 0.00)
H (-6.17, 4.47, -1.52)
H (-8.53, 4.19, -2.22)
H (-9.85, 2.29, -1.35)
H (-8.83, 0.68, 0.19)
H (-3.44, -1.33, -2.23)
H (-3.06, -2.20, -4.47)
H (-1.42, -1.12, -5.98)
H (-0.15, 0.86, -5.19)
H (-0.48, 1.71, -2.93)
H (-1.97, 2.88, 1.33)
H (-2.41, 5.29, 1.34)
H (-3.01, 6.46, -0.75)
H (-3.21, 5.18, -2.86)
H (-2.88, 2.75, -2.86)
Br (1.20, 8.67, -0.72)
C (1.19, 6.78, -0.73)
C (0.84, 6.10, 0.42)
C (0.81, 4.72, 0.40)
C (1.14, 4.02, -0.76)
C (1.51, 4.72, -1.90)
C (1.52, 6.11, -1.90)
C (1.07, 2.53, -0.83)
O (1.63, 1.91, -1.73)
O (0.41, 1.97, 0.12)
H (0.60, 6.65, 1.32)
H (0.52, 4.17, 1.28)
H (1.78, 4.17, -2.79)
H (1.79, 6.66, -2.79)



| no. | DFT total energy (Ha) |
| --- | --- |
| 1 | -2651.04832 |
| 2 | -901.78227 |
| 3 | -1457.98103 |
| 4 | -265.47815 |
| 5 | -3594.78035 |
| 6 | -8687.16123 |